Density functional theory data (ωB97M-V/def2-TZVPD) for 2 unconnected molecules or ions with the total composition C6H12N3S at a distorted geometry.

The geometry in XYZ format:
```
22
Properties=species:S:1:pos:R:3:forces:R:3
C 3.740452 1.474019 -0.050215 0.1 -0.3 -0.3
C -1.690411 0.256663 -1.235529 4.3 1.1 0.7
C -1.567622 0.237791 1.140911 -2.2 3.5 1.5
C -0.108322 0.065170 -1.202341 -0.5 2.3 2.0
C -0.073184 0.077450 1.266060 2.2 2.4 1.3
C 0.290183 -2.017398 0.096846 2.5 0.4 -0.5
N 2.645306 1.133259 -0.074147 0.7 0.9 0.1
N -2.021311 0.964231 -0.038645 -1.0 0.2 -1.0
N 0.365419 -0.593892 0.022481 -0.1 -1.3 2.2
S 1.982329 -1.352398 0.087358 -1.1 -0.3 -0.3
H -1.705013 0.686122 -2.224719 -1.2 0.9 0.0
H -2.167561 -0.642173 -1.229458 -1.3 -2.8 -0.3
H -2.099708 -0.677194 1.097321 0.0 -1.5 -0.1
H -2.171953 0.731617 2.047211 2.1 -0.8 -1.5
H 0.191037 -0.564307 -1.966470 1.1 -0.6 -1.9
H 0.401977 1.095061 -1.027246 -0.9 -1.6 -1.4
H 0.673460 1.019681 1.263874 -2.5 -1.5 0.2
H 0.208889 -0.431078 2.230903 -0.1 -0.2 -1.4
H 4.800227 1.675692 -0.110983 -0.4 0.2 0.2
H 0.045465 -2.619437 0.894218 -1.0 -0.3 2.3
H 0.023980 -2.436523 -0.783354 -0.9 -1.3 -2.8
H -1.763640 1.917650 -0.204083 0.2 0.6 1.0
```
Positions in Å, forces in eV/Å.

Results
- Gap between HOMO and LUMO: 8.804 eV
- Total energy: -21711.7027 eV
- Energy above the lowest of the compared OMol25 structures with the same formula, charge and spin: 3.804 eV
- HOMO: -12.63 eV
- LUMO energy: -3.83 eV
- Charge: +1
- Multiplicity: 1
- Max |F|: 4.5 eV/A

Density functional theory data (ωB97M-V/def2-TZVPD) for a molecular structure, C19H25ClMoNO2Pr at a distorted geometry.

The geometry in XYZ format:
```
50
Properties=species:S:1:pos:R:3:forces:R:3
Pr 0.358808 0.785382 1.258397 -0.2 0.4 -1.2
Cl 0.502945 1.777109 -1.298125 0.2 -0.1 0.1
C -1.333031 -0.702456 0.438773 -0.1 -0.3 0.3
H -1.925925 -1.171298 1.241649 0.1 0.1 -0.2
H -0.985298 -1.496451 -0.238306 0.0 0.1 0.0
H -2.028540 -0.061288 -0.128149 0.1 -0.1 0.1
Mo 0.937432 -0.153243 -3.194739 -0.6 -0.9 4.0
C 2.598940 0.366203 -4.093417 2.6 0.8 -1.2
C -0.392236 -0.110565 -4.630533 -2.1 0.2 -2.1
C 1.132020 -1.993847 -2.826350 0.0 0.0 0.3
H -0.842186 -1.095358 -4.788045 0.0 0.0 -0.1
H -1.214894 0.567869 -4.365542 -0.1 0.1 0.0
H 0.025191 0.238562 -5.583263 -0.1 -0.1 -0.1
H 3.368229 -0.404053 -3.970428 0.0 0.0 -0.2
H 2.463752 0.557408 -5.162726 0.2 0.0 -0.1
H 2.996958 1.286995 -3.646516 0.1 0.2 0.0
H 0.287085 -2.695338 -2.889034 0.2 0.0 0.1
H 2.072636 -2.419278 -2.450077 -0.1 -0.1 -0.2
C 3.830729 1.035037 4.162688 0.4 0.2 0.0
C 2.628378 0.205313 3.809111 0.0 -0.1 -0.4
C 2.657330 -0.598041 2.654251 0.0 -0.3 0.1
C 1.579516 -1.439514 2.319664 0.0 -0.4 0.8
C 0.417398 -1.402335 3.116038 0.4 0.1 0.0
C 0.347030 -0.495648 4.204314 -0.3 -0.3 -0.1
N -0.886277 -0.394166 4.881491 -0.1 -0.7 0.2
C -1.542208 0.749797 5.350419 -0.3 0.5 0.4
C -2.328091 0.662785 6.506399 0.3 0.2 0.0
C -2.894751 1.813705 7.046499 -0.2 0.2 -0.3
C -2.723374 3.060253 6.422910 0.1 0.0 0.1
C -1.988662 3.148655 5.239630 -0.2 -0.2 0.3
C -1.464263 1.989822 4.693382 0.2 -0.7 -0.1
C -0.932872 1.964367 3.311202 0.6 -0.1 -1.3
O -1.603443 1.327477 2.415808 0.7 0.9 1.3
O 0.223746 2.448786 3.023942 -1.2 -0.2 0.2
C 1.483270 0.242496 4.613502 -0.5 -0.1 -0.2
C 1.447710 1.067046 5.864672 0.1 0.2 0.4
H 3.629895 2.114783 4.078926 -0.1 -0.3 0.1
H 4.172202 0.846662 5.188964 -0.1 0.0 -0.2
H 4.671882 0.810670 3.497539 -0.2 0.0 0.1
H 3.582560 -0.621624 2.072051 -0.4 0.0 0.1
H 1.640290 -2.116572 1.459673 0.0 0.3 0.3
H -0.455113 -2.035410 2.906371 0.5 0.4 -0.1
H -1.364341 -1.266181 5.100029 0.3 0.4 -0.3
H -2.463123 -0.317836 6.967750 0.1 0.3 0.1
H -3.484997 1.741424 7.961090 0.1 0.0 -0.3
H -3.185852 3.957855 6.840017 0.2 -0.3 0.0
H -1.824786 4.086173 4.706209 -0.3 -0.2 0.2
H 1.080971 2.087291 5.671764 0.0 -0.3 0.0
H 0.805668 0.615588 6.633841 0.1 0.1 -0.3
H 2.450294 1.162288 6.296887 -0.2 0.0 -0.1
```
Positions in Å, forces in eV/Å.

Results
- Gap between HOMO and LUMO (spin up / spin down): 5.610 / 6.632 eV
- Total energy: -54138.4217 eV
- Energy above the lowest of the compared OMol25 structures with the same formula, charge and spin: 0.000 eV
- HOMO (spin up / spin down): -6.07 / -7.06 eV
- LUMO energy (spin up / spin down): -0.46 / -0.43 eV
- Multiplicity: 5
- Max |F|: 4.1 eV/A

Density functional theory data (ωB97M-V/def2-TZVPD) for a molecular structure, C34H31BaN7O4S2Se at a distorted geometry.

The geometry in XYZ format:
```
80
Properties=species:S:1:pos:R:3:forces:R:3
Ba -0.674509 0.280712 -0.531728 4.6 -0.8 0.3
C -1.394965 -2.012201 -4.436244 0.0 0.1 0.1
C -2.011128 -2.137511 -3.084309 -0.2 0.4 0.5
N -2.418485 -1.171305 -2.263707 -0.4 -0.6 -0.4
C -2.891557 -1.804852 -1.118871 0.0 0.5 0.0
C -2.720785 -3.145344 -1.241505 0.0 -0.4 0.2
N -2.194157 -3.327935 -2.499981 -0.1 -0.3 -0.1
C -2.780727 -4.287903 -0.282775 0.2 0.2 -0.2
O -1.631081 -4.980906 -0.183255 0.2 0.1 -0.2
O -3.753755 -4.618727 0.332412 -0.3 0.0 0.2
C -3.353543 -0.977947 0.085698 0.3 0.1 0.5
O -4.538253 -0.907749 0.366653 0.4 0.0 -0.1
O -2.353899 -0.378348 0.696844 -4.0 -1.4 1.5
H -0.386296 -1.596675 -4.320467 -0.1 0.0 0.0
H -1.979337 -1.346207 -5.073850 0.0 0.0 0.1
H -1.315494 -2.995694 -4.910164 0.0 0.1 0.1
H -1.859687 -4.199585 -2.859807 0.2 -0.2 0.0
H -0.849305 -4.455984 -0.508270 -0.1 0.0 0.1
C 3.736101 -1.175512 1.461859 0.0 0.0 0.0
C 2.407621 -1.722367 2.010564 0.2 0.3 0.3
C 1.976451 -1.023200 3.286771 0.1 -0.2 -0.1
C 2.162695 -1.620922 4.528633 0.0 0.0 0.1
C 1.811950 -0.966870 5.709263 0.0 0.1 -0.2
C 1.261953 0.305479 5.635830 0.0 -0.1 -0.1
C 1.057852 0.940887 4.407373 -0.1 0.0 0.0
C 0.420617 2.318273 4.391431 0.2 -0.1 0.2
C 1.382337 3.436226 4.809644 0.1 0.0 0.0
C 1.421858 0.266135 3.229875 0.1 0.0 -0.4
N 1.189409 0.833141 1.947891 -0.4 0.2 0.5
C 1.884270 1.865388 1.628885 -0.1 0.3 -0.4
C 1.621268 2.730933 0.511513 -0.1 -0.2 0.1
C 2.366179 3.859638 0.138832 0.1 0.1 -0.1
C 1.680638 4.445153 -0.932613 -0.2 -0.3 0.2
C 0.541746 3.636085 -1.131105 0.4 0.1 0.3
N 0.498677 2.600201 -0.273049 0.4 1.1 0.0
H 4.055527 -1.739532 0.580423 -0.1 0.0 0.1
H 4.522767 -1.234594 2.223897 0.0 0.0 -0.1
H 3.635364 -0.130868 1.158634 0.0 -0.1 0.0
H 2.509267 -2.790190 2.211158 0.0 -0.1 0.0
H 1.641621 -1.621765 1.245485 -0.1 0.0 -0.1
H 2.588431 -2.623819 4.563112 -0.1 0.2 0.0
H 1.955743 -1.450610 6.671004 0.0 0.0 -0.1
H 0.965268 0.823793 6.546295 0.0 -0.1 -0.1
H -0.431029 2.310290 5.077010 0.0 0.0 0.0
H 0.030835 2.539334 3.405613 -0.1 0.0 -0.2
H 1.808959 3.236781 5.799281 0.0 0.0 -0.1
H 0.868194 4.401656 4.845205 0.0 -0.1 0.0
H 2.212394 3.523019 4.100423 -0.1 0.0 0.1
H 2.738565 2.148726 2.253506 0.0 0.1 0.0
H 3.288105 4.198503 0.604514 -0.2 -0.1 -0.1
H 1.952627 5.332464 -1.489879 0.0 -0.1 0.1
H -0.243569 3.792214 -1.856922 0.0 0.0 0.0
S 0.551905 -2.711408 -1.039727 0.3 0.0 -0.1
C 2.204909 -2.431718 -1.623279 0.1 -0.1 -0.1
C 3.212751 -3.392149 -1.386152 -0.2 0.2 -0.1
C 4.528475 -3.226566 -1.806308 -0.2 0.1 0.0
C 4.884599 -2.065808 -2.490795 -0.3 0.0 0.0
C 3.911245 -1.105628 -2.748020 -0.3 -0.1 0.1
C 2.565287 -1.251663 -2.337543 0.1 0.0 0.0
S 1.408660 0.042412 -2.756050 1.1 -0.7 -0.4
H 2.928575 -4.285838 -0.840671 0.0 0.0 0.0
H 5.268850 -3.992085 -1.590793 -0.1 0.0 0.0
H 5.907090 -1.907815 -2.820503 0.0 0.0 0.0
H 4.174591 -0.197831 -3.285895 -0.1 -0.1 0.1
N -2.548233 2.484583 2.059519 0.0 0.2 0.0
C -2.940629 3.524727 2.400282 0.1 -0.3 -0.1
H -2.211406 1.580759 1.752983 -0.3 -0.1 0.0
Se -1.055873 1.424091 -3.329047 -0.3 0.9 -1.7
N -2.100224 1.789521 -1.963798 -1.2 1.1 -0.6
C -3.363561 1.755437 -2.391494 0.1 0.1 -0.1
C -4.514473 1.937588 -1.557687 0.3 -0.1 -0.1
C -5.738762 1.860286 -2.130116 -0.2 -0.1 -0.4
C -5.898097 1.614239 -3.542795 0.0 0.1 0.4
C -4.833184 1.442390 -4.365024 0.3 0.0 0.1
C -3.514878 1.505286 -3.802171 0.0 0.0 -0.1
N -2.381636 1.335224 -4.492276 -0.3 0.0 0.3
H -4.390421 2.113663 -0.493570 0.0 -0.1 -0.1
H -6.619627 1.967304 -1.507155 0.0 0.0 -0.1
H -6.896632 1.557251 -3.953566 -0.1 0.0 0.0
H -4.953026 1.253842 -5.425381 0.0 0.0 0.1
```
Positions in Å, forces in eV/Å.

Results
- Gap between HOMO and LUMO: 5.301 eV
- Total energy: -142096.4045 eV
- Energy above the lowest of the compared OMol25 structures with the same formula, charge and spin: 3.558 eV
- HOMO: -1.66 eV
- LUMO energy: 3.64 eV
- Charge: -2
- Multiplicity: 1
- Max |F|: 4.7 eV/A